Here is a cluster of 19 separate species, C76H209N19O19 in total at a distorted geometry from OMol25. Energies are from the ωB97M-V functional and the def2-TZVPD basis.

Properties
HOMO-LUMO gap ... 9.01 eV
Net charge ... 0
Energy above the lowest of the compared OMol25 structures with the same formula, charge and spin ... 140.31 kcal/mol
E_HOMO ... -8.54 eV

XYZ file:
```
323
Properties=species:S:1:pos:R:3:forces:R:3
C 2.020 0.062 5.970 1.2 -0.7 0.1
C 1.057 1.133 6.384 -0.5 1.1 0.2
C 1.593 2.283 7.274 1.8 -1.7 0.4
O 2.835 2.834 6.779 -1.2 -0.8 -1.3
C 3.240 3.918 7.529 -0.4 0.7 0.9
N 0.479 1.688 5.206 -0.8 0.3 -1.5
H 1.573 -0.658 5.284 -0.3 0.4 -0.3
H 2.379 -0.592 6.765 0.1 0.4 0.5
H 2.903 0.495 5.499 0.0 0.0 -0.1
H 0.255 0.632 6.925 -0.2 0.2 0.4
H 1.824 1.728 8.183 0.1 0.5 0.8
H 0.909 3.103 7.490 -0.4 -0.2 -0.2
H 3.477 3.540 8.524 0.6 0.4 0.3
H 2.446 4.651 7.671 -0.6 0.0 0.1
H 4.003 4.538 7.059 0.5 -0.8 -0.1
H 1.161 2.274 4.746 0.3 0.0 -0.3
H -0.269 2.329 5.428 -0.4 0.1 0.0
C -0.999 1.787 0.765 -0.2 -1.2 0.7
C -0.017 0.805 0.145 0.6 0.5 0.7
C -0.035 -0.624 0.693 1.0 0.6 0.1
O 1.301 -1.137 0.491 -1.0 1.5 -0.1
C 1.499 -2.421 0.895 0.6 -1.9 0.1
N -0.056 0.881 -1.273 0.0 -0.5 -1.0
H -0.736 1.803 1.822 -0.1 0.6 0.2
H -2.018 1.400 0.760 -0.3 0.1 -0.3
H -0.955 2.757 0.269 0.0 -0.1 0.3
H 0.959 1.212 0.408 0.3 -0.1 0.2
H -0.740 -1.259 0.157 -0.3 -0.1 0.1
H -0.239 -0.574 1.762 -0.2 -0.4 0.2
H 2.529 -2.706 0.676 0.1 0.1 -0.4
H 0.851 -3.114 0.359 -0.2 -0.2 0.0
H 1.434 -2.626 1.963 -0.5 0.4 0.4
H 0.821 0.559 -1.657 0.1 -0.1 -0.4
H -0.801 0.291 -1.616 -0.2 -0.1 -0.4
C -5.961 -0.239 1.628 0.3 -0.5 1.1
C -5.732 -1.421 2.703 0.2 1.3 -0.6
C -4.404 -1.193 3.495 -0.3 1.0 -0.7
O -4.427 0.141 4.099 -0.5 -1.3 -1.2
C -3.197 0.541 4.640 -0.2 -0.5 0.8
N -6.880 -1.497 3.567 -1.0 0.8 0.2
H -5.321 -0.271 0.747 0.1 -0.6 0.0
H -5.725 0.740 2.045 -0.3 0.0 0.4
H -7.001 -0.262 1.305 0.1 0.0 0.0
H -5.784 -2.312 2.077 0.9 -0.4 0.3
H -3.600 -1.276 2.763 0.5 0.3 -0.1
H -4.194 -1.930 4.270 -0.3 -0.2 0.2
H -3.323 1.566 4.988 0.3 0.1 -0.4
H -2.347 0.365 3.980 0.0 0.5 -0.3
H -2.983 -0.045 5.534 0.1 -0.2 0.3
H -6.872 -2.189 4.302 0.5 -0.2 -0.2
H -6.985 -0.601 4.022 -0.2 0.1 0.2
C 7.818 -4.737 1.639 0.2 0.0 1.0
C 7.085 -5.057 2.983 -0.7 -0.2 -0.1
C 5.676 -4.451 3.072 0.4 0.6 0.3
O 5.647 -3.040 3.358 0.1 -0.3 -0.1
C 4.345 -2.518 3.395 -0.8 0.4 -0.3
N 6.935 -6.504 3.124 0.2 -0.5 -1.1
H 8.059 -3.678 1.553 0.0 0.0 0.2
H 7.266 -4.986 0.733 -0.6 -0.1 0.2
H 8.735 -5.322 1.567 0.1 0.1 0.2
H 7.576 -4.767 3.912 0.7 0.5 -0.4
H 5.197 -4.934 3.923 -0.4 -0.3 -0.1
H 5.188 -4.700 2.130 -0.5 0.1 -0.1
H 3.571 -3.116 3.878 0.2 -0.9 0.3
H 3.946 -2.321 2.400 0.2 0.0 -0.4
H 4.250 -1.576 3.936 0.8 0.2 0.0
H 6.350 -6.837 2.371 0.0 -0.1 -0.4
H 6.460 -6.820 3.958 0.3 0.5 0.5
C -3.792 -5.251 -7.347 0.1 1.2 1.4
C -5.119 -4.491 -7.584 -0.1 -1.2 1.1
C -5.015 -2.920 -7.488 0.6 -2.8 -0.1
O -4.509 -2.598 -6.189 -1.1 -0.3 -1.1
C -3.827 -1.371 -6.206 0.6 -0.1 1.2
N -5.618 -5.018 -8.822 -1.1 0.8 -1.5
H -3.679 -6.253 -7.759 -0.5 0.3 -0.5
H -3.661 -5.426 -6.279 0.5 0.4 0.1
H -3.041 -4.572 -7.750 0.7 -0.4 0.2
H -5.846 -4.782 -6.827 0.0 -0.1 0.2
H -5.996 -2.484 -7.678 0.1 0.2 -0.1
H -4.281 -2.749 -8.276 0.1 1.0 -0.1
H -2.779 -1.626 -6.365 0.2 0.6 -0.9
H -3.802 -0.978 -5.190 -0.4 0.1 0.1
H -4.299 -0.632 -6.853 0.4 -0.1 -0.2
H -4.887 -5.007 -9.519 0.1 0.3 -0.3
H -5.824 -6.002 -8.727 -0.2 0.0 0.3
C 5.143 -3.935 -4.406 -0.6 -0.1 1.2
C 6.297 -3.168 -3.706 -2.0 -2.3 0.1
C 6.750 -3.868 -2.368 -1.4 0.7 -0.1
O 5.839 -3.792 -1.299 -0.5 1.8 0.9
C 5.681 -2.458 -0.745 -0.8 -0.4 -0.4
N 7.352 -3.213 -4.624 1.6 1.3 -1.0
H 4.839 -3.492 -5.354 0.3 0.0 0.0
H 4.255 -3.988 -3.776 -0.2 0.3 0.2
H 5.360 -4.996 -4.532 0.5 0.0 -0.3
H 5.952 -2.137 -3.621 0.3 0.1 0.6
H 7.700 -3.440 -2.048 0.4 -0.2 -0.1
H 6.756 -4.954 -2.463 0.8 0.0 -0.8
H 6.563 -2.081 -0.226 0.1 -0.4 0.2
H 4.795 -2.450 -0.111 0.4 -0.4 0.4
H 5.384 -1.692 -1.461 0.3 -0.2 -0.6
H 8.073 -2.631 -4.223 0.8 -0.3 -0.6
H 7.671 -4.135 -4.884 0.1 0.0 0.3
C 0.379 4.828 3.177 0.6 0.3 0.5
C -0.169 5.126 4.608 0.9 -1.0 -1.3
C -0.498 6.604 4.806 -0.2 -0.8 0.8
O -1.523 6.871 3.881 -0.3 3.7 -1.0
C -1.794 8.344 3.776 -1.0 -0.4 0.8
N -1.380 4.316 4.748 0.1 0.6 -0.1
H 0.330 3.777 2.893 -0.2 -0.1 0.4
H 1.432 5.100 3.096 0.1 0.1 0.1
H -0.145 5.386 2.401 -0.2 0.1 0.2
H 0.489 4.715 5.374 0.6 0.6 0.0
H 0.337 7.303 4.818 0.2 0.0 -0.6
H -0.926 6.665 5.806 -0.1 0.2 0.4
H -1.959 8.828 4.739 0.4 -0.6 0.7
H -2.763 8.581 3.338 0.0 -1.0 -0.5
H -1.118 9.042 3.282 0.9 -1.0 -0.4
H -1.836 4.755 5.535 -0.8 -0.3 0.3
H -1.876 4.652 3.935 -1.0 -0.4 -0.1
C -3.214 -2.054 -2.506 0.8 -0.3 0.6
C -2.484 -3.078 -3.416 0.8 1.1 2.0
C -1.285 -3.672 -2.577 0.0 -0.1 -0.1
O -0.268 -4.264 -3.374 1.1 -0.4 -0.1
C 0.927 -4.675 -2.645 -0.3 -0.2 -0.5
N -3.411 -4.076 -3.872 0.9 -0.8 -0.6
H -4.211 -1.753 -2.826 0.3 0.3 -0.5
H -2.512 -1.255 -2.267 -0.3 0.7 -0.6
H -3.390 -2.409 -1.491 0.0 -0.9 0.0
H -1.984 -2.575 -4.243 -0.1 0.4 -0.2
H -1.639 -4.396 -1.844 -0.3 0.0 0.2
H -0.742 -2.891 -2.044 -0.6 0.6 0.4
H 0.843 -5.674 -2.217 -0.4 -0.1 0.1
H 1.308 -4.037 -1.848 -0.8 0.5 0.2
H 1.795 -4.718 -3.303 -0.4 0.0 -0.6
H -3.929 -3.721 -4.664 -0.5 0.5 0.0
H -2.749 -4.654 -4.368 -0.1 -1.2 -0.2
C -6.305 -5.609 -0.721 0.0 -0.2 0.7
C -4.869 -5.135 -0.771 1.0 0.0 1.0
C -4.088 -5.125 0.612 -1.8 1.3 -0.8
O -2.892 -4.365 0.463 -0.4 -1.0 -0.5
C -1.943 -4.484 1.500 0.3 -0.2 -0.6
N -4.160 -5.945 -1.736 0.6 -0.3 0.1
H -6.360 -6.596 -0.262 0.1 -0.1 0.2
H -6.691 -5.765 -1.729 0.0 0.4 0.0
H -6.932 -4.936 -0.136 -0.2 0.1 -0.2
H -4.811 -4.098 -1.102 -0.3 0.4 0.1
H -4.007 -6.116 1.059 0.6 -0.2 -0.2
H -4.727 -4.543 1.276 -0.3 0.0 0.4
H -2.087 -3.706 2.250 0.1 0.0 0.2
H -0.986 -4.376 0.989 0.2 0.3 0.4
H -1.910 -5.475 1.953 -0.3 0.0 0.1
H -4.146 -5.388 -2.578 -0.3 -0.1 -0.7
H -3.186 -5.849 -1.487 0.5 -0.4 0.2
C 0.553 5.120 -3.503 0.4 0.1 1.3
C 0.558 4.094 -2.356 0.2 0.1 -1.7
C 1.083 4.712 -1.066 0.4 0.2 0.5
O 2.511 5.061 -1.053 -1.4 -0.3 -0.5
C 2.972 5.147 0.291 0.1 -0.6 -0.8
N -0.762 3.486 -2.261 -0.1 0.8 0.8
H 0.219 4.706 -4.455 0.3 0.0 0.0
H 1.591 5.452 -3.488 0.0 0.4 -0.8
H -0.087 5.960 -3.233 -0.1 0.1 -0.1
H 1.281 3.358 -2.707 0.4 -0.4 0.4
H 0.881 4.039 -0.232 0.1 -0.3 0.1
H 0.508 5.612 -0.847 -0.1 0.3 0.0
H 4.006 5.494 0.281 -0.1 0.2 -0.1
H 2.998 4.129 0.678 -0.1 0.0 0.6
H 2.326 5.796 0.883 0.1 0.1 0.2
H -1.031 3.150 -3.175 -0.2 0.3 -0.2
H -0.667 2.612 -1.764 0.1 -0.2 0.3
C 4.068 -8.365 6.519 -0.5 -0.5 0.1
C 4.769 -7.166 5.908 -1.5 -1.0 -0.4
C 4.396 -5.899 6.615 1.9 -0.6 1.4
O 3.197 -5.407 6.161 0.6 1.4 -0.6
C 2.804 -4.289 6.900 -1.6 0.9 0.6
N 6.160 -7.435 5.882 2.4 0.2 0.2
H 4.430 -9.307 6.107 0.2 0.0 -0.3
H 2.985 -8.399 6.406 -0.1 0.4 0.2
H 4.367 -8.394 7.567 -0.3 0.0 0.3
H 4.409 -6.990 4.895 0.1 -0.3 -0.5
H 5.215 -5.179 6.584 0.1 0.4 -0.6
H 4.364 -6.154 7.674 -0.4 0.1 0.5
H 3.439 -3.408 6.995 1.0 -0.5 -0.4
H 2.519 -4.579 7.911 0.1 -0.2 0.3
H 1.905 -3.852 6.465 -0.2 -0.4 -0.3
H 6.674 -7.296 6.740 -0.3 1.0 0.5
H 6.408 -8.408 5.771 -0.6 -0.3 -0.7
C -6.423 6.844 -6.946 0.5 -1.0 -0.9
C -7.007 7.309 -5.675 -0.5 -0.4 1.0
C -6.083 7.135 -4.437 -0.2 0.1 0.7
O -5.734 5.781 -3.981 0.1 1.2 -0.1
C -4.802 5.869 -2.875 -0.2 0.4 -0.6
N -7.324 8.737 -5.876 0.2 -0.2 0.6
H -5.438 7.304 -7.022 0.3 -0.5 -0.4
H -7.028 7.180 -7.788 0.0 0.2 -0.1
H -6.468 5.761 -7.061 0.8 -0.1 0.2
H -7.964 6.799 -5.566 0.0 -0.1 0.6
H -6.492 7.703 -3.602 -0.8 -0.4 0.3
H -5.208 7.770 -4.575 0.8 -0.4 -0.7
H -5.190 6.536 -2.105 -0.2 0.0 0.2
H -3.841 6.267 -3.199 0.1 0.3 -0.3
H -4.527 4.915 -2.424 -0.7 -0.3 -0.3
H -7.475 8.738 -6.875 -0.5 0.7 -0.1
H -6.444 9.227 -5.801 0.3 0.5 0.2
C 3.766 0.811 2.096 0.9 -0.2 -0.4
C 3.904 1.300 0.648 -0.4 0.4 -0.2
C 5.180 2.111 0.258 0.3 -1.2 0.5
O 5.563 2.975 1.289 0.1 0.7 0.5
C 6.835 3.601 1.117 -0.7 -0.4 0.7
N 3.744 0.116 -0.218 1.1 0.7 0.1
H 4.551 0.079 2.284 0.4 0.2 0.1
H 2.873 0.192 2.187 -0.4 0.4 0.0
H 3.821 1.587 2.859 -0.2 0.0 -0.2
H 3.060 1.953 0.426 -0.2 0.5 0.3
H 5.098 2.665 -0.677 -0.5 0.1 -0.3
H 5.985 1.396 0.091 0.2 -0.4 -0.1
H 7.002 4.174 2.030 -0.1 0.2 -0.1
H 6.857 4.269 0.256 0.1 -0.1 -0.2
H 7.624 2.850 1.091 0.1 -0.1 -0.4
H 2.924 -0.373 0.112 -0.2 0.0 -0.2
H 3.535 0.481 -1.136 -0.2 -0.4 -0.2
C -4.636 2.269 -5.068 -0.2 -0.7 0.5
C -3.617 3.367 -5.063 1.2 -1.3 0.9
C -2.203 2.904 -5.463 -1.5 -0.7 -0.1
O -1.697 1.909 -4.586 0.7 0.2 -0.7
C -0.341 1.596 -4.935 0.0 0.0 1.4
N -4.000 4.348 -6.008 -0.7 1.0 -0.5
H -4.404 1.547 -4.285 0.4 -0.4 -0.3
H -4.698 1.821 -6.060 -0.1 -0.2 0.1
H -5.619 2.606 -4.740 -0.1 0.5 -0.4
H -3.562 3.698 -4.025 0.1 0.4 0.2
H -1.597 3.808 -5.525 0.5 -0.1 0.0
H -2.313 2.439 -6.443 0.2 0.3 -0.4
H 0.051 1.022 -4.095 0.0 -0.2 0.0
H 0.257 2.507 -4.940 0.0 0.2 -0.3
H -0.160 1.022 -5.844 -0.6 0.1 -0.3
H -3.600 5.239 -5.749 0.2 0.3 -0.2
H -4.983 4.475 -5.813 -0.3 0.4 -0.4
C -0.894 -5.753 5.137 -0.8 0.5 -1.7
C 0.194 -6.762 4.921 -0.4 0.5 1.2
C 1.139 -6.467 3.727 0.1 -1.7 -0.1
O 0.457 -6.485 2.486 0.0 0.9 0.1
C 1.384 -6.435 1.398 -1.5 -0.9 0.1
N 0.924 -6.795 6.181 1.9 -0.6 -0.1
H -1.512 -5.912 6.021 0.3 -0.2 0.1
H -1.556 -5.794 4.272 -0.3 0.3 0.0
H -0.441 -4.761 5.164 -0.1 0.2 0.2
H -0.240 -7.753 4.793 -0.1 0.0 -0.5
H 1.819 -7.316 3.657 0.4 -0.5 0.4
H 1.851 -5.645 3.796 -0.5 0.8 0.4
H 2.123 -5.645 1.526 0.0 -0.1 0.0
H 0.771 -6.339 0.502 0.1 0.7 -0.1
H 1.811 -7.427 1.249 0.7 0.1 0.4
H 0.533 -6.401 7.024 -1.0 0.0 -0.4
H 1.768 -6.254 6.054 0.1 -0.5 0.1
C -4.231 11.243 -2.013 0.1 -0.6 -0.4
C -2.879 10.704 -2.504 0.7 -0.2 2.0
C -2.625 9.199 -2.336 -1.1 -0.4 0.4
O -2.599 8.889 -0.947 0.3 0.3 0.6
C -2.087 7.585 -0.655 -0.2 0.6 -0.9
N -2.622 11.085 -3.842 0.2 0.1 -1.9
H -4.488 12.090 -2.650 -0.2 0.0 0.1
H -4.231 11.582 -0.977 0.2 -0.2 0.0
H -4.976 10.457 -2.134 -0.3 0.2 0.0
H -2.120 11.179 -1.881 0.2 -0.1 0.6
H -1.768 8.834 -2.901 0.9 0.4 0.4
H -3.405 8.586 -2.789 -0.7 0.2 -0.2
H -1.037 7.604 -0.948 0.1 -0.6 -0.4
H -2.730 6.887 -1.190 0.5 -0.5 -0.2
H -2.098 7.283 0.393 -0.4 0.7 0.2
H -1.794 10.601 -4.157 0.1 -0.2 -0.3
H -2.349 12.057 -3.871 -0.3 0.2 -0.1
C -5.007 4.565 3.709 1.2 1.4 -0.3
C -5.191 6.108 3.342 0.5 -1.4 -0.8
C -5.470 6.216 1.807 -0.1 -0.4 0.2
O -5.814 7.487 1.260 0.6 0.6 0.7
C -4.778 8.494 1.421 -0.4 -0.8 -0.7
N -6.181 6.726 4.189 -0.7 0.1 -0.5
H -5.816 3.893 3.423 -0.3 0.4 0.2
H -4.701 4.439 4.748 -0.7 0.2 0.3
H -4.111 4.169 3.230 0.0 0.1 -0.6
H -4.271 6.668 3.512 0.4 -0.4 0.2
H -6.288 5.554 1.524 -0.3 0.1 0.2
H -4.610 5.795 1.286 0.5 0.1 -0.1
H -4.982 9.196 2.230 0.0 -0.3 0.4
H -4.695 9.106 0.523 -0.3 -0.2 -0.2
H -3.823 7.976 1.510 0.1 0.3 0.4
H -6.397 7.583 3.700 0.1 0.9 0.2
H -7.038 6.235 3.976 -0.5 -0.5 0.5
C 3.976 -7.128 -2.540 1.2 -0.4 0.3
C 3.655 -7.012 -1.041 0.7 0.7 -0.7
C 4.777 -7.592 -0.143 -1.0 0.7 -0.8
O 4.401 -7.469 1.252 1.2 -2.1 -0.6
C 4.597 -8.746 1.942 -1.1 0.7 0.2
N 3.543 -5.578 -0.800 -1.1 -0.2 0.4
H 4.214 -8.171 -2.749 -0.4 -0.1 -0.5
H 4.894 -6.595 -2.786 0.4 0.1 0.4
H 3.300 -6.652 -3.251 -0.7 -0.5 0.4
H 2.744 -7.588 -0.882 -0.3 0.4 0.4
H 5.652 -6.968 -0.326 0.3 -0.1 0.1
H 4.954 -8.590 -0.542 0.2 -0.5 0.8
H 3.971 -9.510 1.481 -0.1 0.0 -0.1
H 4.243 -8.600 2.962 -0.2 0.1 0.0
H 5.600 -9.160 2.050 0.4 0.6 -0.6
H 3.456 -5.443 0.197 0.1 0.3 0.2
H 4.426 -5.166 -1.067 0.2 0.4 -0.1
C 3.286 2.293 -4.595 -0.3 -0.9 -0.6
C 4.116 1.396 -3.641 -1.7 1.6 -0.2
C 3.626 -0.039 -3.671 2.7 -0.9 0.3
O 2.415 -0.239 -3.063 -2.5 0.5 0.7
C 2.037 -1.599 -2.819 0.3 0.2 -0.9
N 5.528 1.559 -3.958 0.0 -1.3 0.3
H 3.309 1.797 -5.565 0.4 -0.1 -0.4
H 3.712 3.278 -4.783 -0.2 0.1 0.5
H 2.205 2.320 -4.458 0.2 0.3 0.8
H 3.909 1.627 -2.596 0.3 0.8 0.1
H 4.340 -0.536 -3.015 0.7 -0.4 -0.2
H 3.748 -0.482 -4.659 -0.5 -0.2 -0.4
H 2.696 -2.122 -2.125 0.5 0.1 -0.1
H 2.006 -2.088 -3.793 0.1 -0.5 0.0
H 1.036 -1.696 -2.400 0.0 0.7 0.0
H 5.829 2.522 -4.001 -0.3 0.1 0.1
H 5.658 1.173 -4.882 0.3 0.0 -0.2
```
Positions in Å, forces in eV/Å.